# C23H30BrN5NaO4P

C23H30BrN5NaO4P as an isolated structure at a distorted geometry (the ωB97M-V functional and the def2-TZVPD basis, OMol25).

Element x y z (Å)
Na: -0.70 0.96 -0.01
C: -0.91 2.09 3.21
O: -0.03 1.43 2.29
C: 1.23 1.11 2.67
C: 1.70 0.95 3.94
C: 3.06 0.66 4.14
Br: 3.79 0.41 5.89
C: 3.92 0.58 3.08
C: 3.43 0.76 1.77
C: 2.10 1.00 1.56
O: 1.55 1.16 0.34
C: 4.38 0.73 0.67
N: 4.03 0.94 -0.57
C: 5.22 0.91 -1.27
C: 5.42 1.09 -2.64
C: 6.72 0.99 -3.10
C: 7.80 0.83 -2.23
C: 7.60 0.63 -0.87
C: 6.29 0.67 -0.40
N: 5.74 0.57 0.85
H: -0.34 2.87 3.72
H: -1.27 1.39 3.92
H: -1.73 2.53 2.59
H: 1.05 1.02 4.81
H: 4.95 0.40 3.33
H: 2.27 1.13 -0.32
H: 4.55 1.27 -3.30
H: 6.94 1.10 -4.14
H: 8.82 0.71 -2.61
H: 8.43 0.49 -0.21
H: 6.21 0.31 1.67
C: -3.21 -4.73 -0.02
N: -3.39 -4.14 1.29
C: -4.67 -3.41 1.22
N: -4.77 -2.48 0.13
C: -4.48 -3.14 -1.14
N: -3.20 -3.85 -1.14
C: -2.06 -2.92 -1.15
P: -2.11 -1.85 0.35
C: -2.32 -3.17 1.63
C: -3.90 -1.31 0.31
H: -4.01 -5.46 -0.18
H: -2.27 -5.29 0.03
H: -4.79 -2.87 2.21
H: -5.44 -4.18 1.13
H: -4.45 -2.37 -1.91
H: -5.28 -3.87 -1.38
H: -2.08 -2.30 -2.06
H: -1.16 -3.55 -1.18
H: -2.55 -2.63 2.56
H: -1.41 -3.72 1.87
H: -4.05 -0.61 -0.52
H: -4.17 -0.77 1.21
C: -3.30 3.34 -5.08
C: -2.64 2.60 -3.98
O: -1.68 1.84 -4.19
H: -2.75 3.32 -6.02
H: -3.37 4.39 -4.75
H: -4.32 2.95 -5.18
C: -3.07 3.16 0.03
O: -2.21 2.15 -0.17
H: -4.04 2.87 0.50
H: -3.35 3.70 -0.92
H: -2.69 3.98 0.74
H: -3.02 2.60 -2.99

Calculated values
- energy above the lowest of the compared OMol25 structures with the same formula, charge and spin (kcal/mol) = 0.0
- total charge = 0
- gap between HOMO and LUMO (eV) = 6.880
- max |F| (eV Å⁻¹) = 4.23
- energy (eV) = -123725.1788

Quick look at the Mulliken charges, all values in e:
1 Na 0.92
2 C -0.84
3 O -0.14
4 C 0.20
5 C -0.50
6 C -0.47
7 Br -0.23
8 C -0.81
9 C 1.06
10 C 0.25
11 O -0.81
12 C 0.32
13 N -0.41
14 C 0.42
15 C -0.74
16 C -0.50
17 C -0.49
18 C -0.88
19 C 0.49
20 N -0.03
21 H 0.39
22 H 0.36
23 H 0.06
24 H 0.48
25 H 0.42
26 H 0.65
27 H 0.39
28 H 0.39
29 H 0.35
30 H 0.38
31 H 0.19
32 C -1.00
33 N 0.04
34 C -0.88
35 N 0.13
36 C -0.92
37 N 0.07
38 C -0.83
39 P 0.64
40 C -0.88
41 C -0.70
42 H 0.33
43 H 0.40
44 H 0.38
45 H 0.30
46 H 0.42
47 H 0.25
48 H 0.41
49 H 0.37
50 H 0.39
51 H 0.41
52 H 0.41
53 H 0.39
54 C -0.94
55 C 0.44
56 O -0.54
57 H 0.27
58 H 0.30
59 H 0.27
60 C -0.90
61 O -0.73
62 H 0.28
63 H 0.16
64 H 0.19
65 H 0.19


# C25H33NO6OsSb2

C25H33NO6OsSb2 as an isolated structure at a distorted geometry (the ωB97M-V functional and the def2-TZVPD basis, OMol25).

Element x y z (Å)
Os: -0.50 -0.07 0.70
O: -0.43 -2.41 3.87
C: -0.79 -2.12 2.76
O: 0.03 -1.60 1.86
C: -2.22 -2.41 2.32
C: -2.36 -2.70 0.82
C: -3.79 -3.18 0.53
C: -4.58 -1.84 0.51
C: -3.51 -0.87 0.99
O: -2.36 -1.36 0.25
C: -3.15 -1.16 2.45
C: -2.47 0.03 3.11
O: -2.82 0.39 4.21
O: -1.52 0.62 2.41
H: -2.55 -3.23 2.95
H: -1.57 -3.30 0.39
H: -3.85 -3.70 -0.42
H: -4.14 -3.84 1.32
H: -4.88 -1.58 -0.51
H: -5.47 -1.83 1.14
H: -3.67 0.18 0.77
H: -4.04 -1.39 3.03
C: 1.61 -3.64 -2.47
Sb: 0.86 -2.16 -1.10
C: 0.60 -0.62 -2.59
C: 2.79 -1.66 -0.22
C: 3.44 -0.41 -0.72
C: 3.81 -0.32 -2.06
C: 4.46 0.79 -2.58
C: 4.78 1.84 -1.73
C: 4.45 1.75 -0.38
C: 3.77 0.65 0.14
C: 3.46 0.62 1.60
Sb: 1.40 1.02 2.21
C: 1.55 2.82 0.71
C: 1.72 -0.13 4.00
H: 2.38 -3.19 -3.09
H: 0.80 -4.00 -3.10
H: 2.02 -4.47 -1.90
H: 1.45 -0.54 -3.26
H: 0.44 0.32 -2.07
H: -0.30 -0.86 -3.16
H: 3.41 -2.53 -0.45
H: 2.60 -1.65 0.85
H: 3.62 -1.18 -2.71
H: 4.72 0.83 -3.62
H: 5.31 2.70 -2.10
H: 4.75 2.55 0.29
H: 4.02 1.41 2.12
H: 3.73 -0.34 2.06
H: 2.42 3.35 1.07
H: 0.62 3.36 0.83
H: 1.70 2.33 -0.25
H: 2.56 0.33 4.53
H: 1.95 -1.13 3.64
H: 0.83 -0.14 4.61
O: -1.09 1.50 -0.55
N: -1.67 2.40 -1.28
C: -0.99 2.95 -2.31
C: -1.59 3.88 -3.12
C: -2.90 4.27 -2.87
C: -3.57 3.71 -1.79
C: -2.93 2.77 -1.01
H: 0.02 2.60 -2.44
H: -1.03 4.31 -3.94
H: -3.39 5.00 -3.51
H: -4.58 4.00 -1.55
H: -3.39 2.30 -0.16

Calculated values
- energy above the lowest of the compared OMol25 structures with the same formula, charge and spin (kcal/mol) = 114.3
- total charge = +1
- multiplicity = 2
- ⟨S²⟩ = 0.7596
- gap between HOMO and LUMO (spin up / spin down) (eV) = 6.736 / 6.631
- max |F| (eV Å⁻¹) = 3.84
- energy (eV) = -55766.6388

Quick look at the Mulliken charges, all values in e:
1 Os 1.67
2 O -0.64
3 C -0.57
4 O -0.30
5 C 0.09
6 C -0.07
7 C -0.99
8 C -1.00
9 C 0.44
10 O -0.50
11 C 0.18
12 C -0.08
13 O -0.68
14 O -0.82
15 H 0.56
16 H 0.55
17 H 0.38
18 H 0.36
19 H 0.37
20 H 0.42
21 H -0.05
22 H 0.66
23 C -1.18
24 Sb 0.60
25 C -1.22
26 C -1.50
27 C 0.74
28 C -0.25
29 C -0.86
30 C -0.80
31 C -0.46
32 C 0.56
33 C -1.67
34 Sb 0.87
35 C -1.09
36 C -1.28
37 H 0.35
38 H 0.36
39 H 0.39
40 H 0.52
41 H 0.02
42 H 0.51
43 H 0.66
44 H 0.14
45 H 0.47
46 H 0.47
47 H 0.42
48 H 0.41
49 H 0.69
50 H 0.62
51 H 0.48
52 H 0.35
53 H 0.15
54 H 0.49
55 H 0.41
56 H 0.36
57 O 0.08
58 N -0.02
59 C -0.08
60 C -0.87
61 C -0.11
62 C -0.93
63 C -0.02
64 H 0.44
65 H 0.42
66 H 0.42
67 H 0.43
68 H 0.52


# C4H6N2

C4H6N2 as an isolated structure at a distorted geometry (the ωB97M-V functional and the def2-TZVPD basis, OMol25).

Element x y z (Å)
C: -0.20 0.39 -1.18
C: -0.42 0.68 1.05
C: 0.39 -0.40 1.21
N: -1.17 1.59 1.34
N: 1.39 -1.74 -0.62
C: 0.68 -0.88 -0.06
H: -1.63 1.58 2.25
H: 1.22 -1.97 -1.59
H: 0.65 -0.88 2.15
H: 0.68 0.60 -1.77
H: -0.73 1.34 -1.08
H: -0.86 -0.30 -1.70

Calculated values
- energy above the lowest of the compared OMol25 structures with the same formula, charge and spin (kcal/mol) = 107.8
- total charge = 0
- gap between HOMO and LUMO (eV) = 8.497
- max |F| (eV Å⁻¹) = 2.74
- energy (eV) = -7220.9153

Quick look at the Mulliken charges, all values in e:
1 C -1.32
2 C 0.57
3 C -0.86
4 N -0.53
5 N -0.68
6 C 0.78
7 H 0.29
8 H 0.27
9 H 0.41
10 H 0.35
11 H 0.42
12 H 0.31


# C3H8NO3

A 2-piece molecular cluster, C3H8NO3 overall at a distorted geometry (the ωB97M-V functional and the def2-TZVPD basis, OMol25).

Element x y z (Å)
C: 0.71 -0.67 -0.47
N: -0.55 -0.38 0.34
C: -1.75 -0.67 -0.44
O: -1.58 -0.99 -1.69
O: -2.73 -0.60 0.32
C: 1.99 -0.25 0.42
H: 0.90 -1.69 -0.91
H: 0.64 -0.10 -1.45
H: -0.48 -0.75 1.29
H: 2.89 0.09 -0.21
H: 2.41 -0.98 0.99
H: 1.64 0.47 1.20
H: -0.80 1.60 0.30
H: -2.12 2.38 0.14
O: -1.15 2.52 0.17

Calculated values
- energy above the lowest of the compared OMol25 structures with the same formula, charge and spin (kcal/mol) = 26.5
- total charge = -1
- gap between HOMO and LUMO (eV) = 8.331
- max |F| (eV Å⁻¹) = 4.25
- energy (eV) = -10874.6363

Quick look at the Mulliken charges, all values in e:
1 C -0.37
2 N -0.35
3 C 0.58
4 O -0.75
5 O -0.73
6 C -1.13
7 H 0.37
8 H 0.27
9 H 0.17
10 H 0.26
11 H 0.39
12 H 0.31
13 H 0.40
14 H 0.32
15 O -0.76


# C8H10N2OsS

C8H10N2OsS as an isolated structure at a distorted geometry (the ωB97M-V functional and the def2-TZVPD basis, OMol25).

Element x y z (Å)
C: 1.80 -0.35 0.18
C: 1.64 -0.44 -1.23
C: 1.67 -1.80 -1.61
C: 1.84 -2.58 -0.43
C: 1.93 -1.69 0.67
Os: 0.17 -1.45 -0.30
N: -1.07 1.92 1.03
C: -1.64 3.10 0.69
C: -1.30 2.02 -0.41
H: 1.59 -2.18 -2.62
H: 1.55 0.40 -1.92
H: 1.93 -3.66 -0.39
H: 2.10 -1.98 1.71
H: 1.85 0.57 0.76
H: -0.43 2.22 -1.03
H: -1.00 3.97 0.73
H: -1.70 1.29 1.55
H: -2.11 1.42 -0.84
H: -2.69 3.24 0.97
S: -1.92 -1.98 -0.57
C: -1.99 -1.25 0.99
N: -2.20 -0.79 2.06

Calculated values
- energy above the lowest of the compared OMol25 structures with the same formula, charge and spin (kcal/mol) = 35.8
- total charge = 0
- multiplicity = 5
- ⟨S²⟩ = 6.0235
- gap between HOMO and LUMO (spin up / spin down) (eV) = 7.115 / 6.567
- max |F| (eV Å⁻¹) = 9.81
- energy (eV) = -24732.8338

Quick look at the Mulliken charges, all values in e:
1 C -0.33
2 C -0.50
3 C -0.30
4 C -0.61
5 C -0.48
6 Os 0.63
7 N -0.29
8 C -0.32
9 C -0.46
10 H 0.41
11 H 0.37
12 H 0.42
13 H 0.41
14 H 0.35
15 H 0.15
16 H 0.20
17 H 0.23
18 H 0.23
19 H 0.28
20 S -0.25
21 C 0.49
22 N -0.63


# C7H14N

An isolated ion of composition C7H14N and charge +1 at a distorted geometry (the ωB97M-V functional and the def2-TZVPD basis, OMol25).

Element x y z (Å)
C: 1.50 1.58 -2.02
C: 0.34 0.60 -1.93
C: -0.03 0.18 -0.53
C: 0.45 -0.85 0.17
C: -0.25 -1.26 1.40
C: -1.52 -1.66 1.41
C: -2.27 -1.88 2.69
N: 1.42 2.60 -0.91
H: 1.44 2.18 -2.92
H: 2.49 1.13 -2.06
H: 0.64 -0.21 -2.61
H: -0.56 0.93 -2.46
H: -0.92 0.65 -0.14
H: 1.42 -1.34 0.05
H: 0.28 -1.29 2.35
H: -2.08 -1.66 0.48
H: -2.51 -0.91 3.11
H: -1.66 -2.31 3.49
H: -3.18 -2.47 2.58
H: 1.59 2.28 0.05
H: 0.51 3.05 -0.98
H: 2.02 3.40 -1.10

Calculated values
- energy above the lowest of the compared OMol25 structures with the same formula, charge and spin (kcal/mol) = 22.2
- total charge = +1
- gap between HOMO and LUMO (eV) = 8.447
- max |F| (eV Å⁻¹) = 1.62
- energy (eV) = -8968.1153

Quick look at the Mulliken charges, all values in e:
1 C -0.62
2 C -0.78
3 C -0.44
4 C -0.27
5 C -0.45
6 C -0.03
7 C -1.15
8 N -0.32
9 H 0.36
10 H 0.36
11 H 0.39
12 H 0.39
13 H 0.49
14 H 0.37
15 H 0.34
16 H 0.37
17 H 0.27
18 H 0.33
19 H 0.34
20 H 0.35
21 H 0.35
22 H 0.36


# C5H7NO

C5H7NO as an isolated structure (the ωB97M-V functional and the def2-TZVPD basis, OMol25).

Element x y z (Å)
O: -1.31 -1.89 -0.58
C: -1.45 -0.76 -0.96
C: 1.58 -0.51 -0.62
N: 0.81 0.20 0.11
C: -0.11 1.28 -0.34
C: -1.15 0.40 0.32
C: -0.10 -0.25 1.20
H: 1.92 -0.13 -1.58
H: 1.92 -1.48 -0.26
H: -0.20 1.31 -1.44
H: 0.18 2.25 0.08
H: -2.11 0.76 0.67
H: 0.22 0.17 2.17
H: -0.20 -1.35 1.23

Calculated values
- energy above the lowest of the compared OMol25 structures with the same formula, charge and spin (kcal/mol) = 120.3
- total charge = 0
- gap between HOMO and LUMO (spin up / spin down) (eV) = 5.921 / 5.911
- max |F| (eV Å⁻¹) = 0.80
- energy (eV) = -8830.9880

Quick look at the Mulliken charges, all values in e:
1 O -0.29
2 C -0.41
3 C -0.24
4 N 0.05
5 C -0.66
6 C -0.02
7 C -0.66
8 H 0.28
9 H 0.28
10 H 0.34
11 H 0.24
12 H 0.57
13 H 0.25
14 H 0.28


Look up the energy above the lowest of the compared OMol25 structures with the same formula, charge and spin of the fourth one.
26.5 kcal/mol


Which of these has the highest max |F|?
C8H10N2OsS